# 1
The following is a DFT calculation (wB97M-V/def2-TZVPD) of CH5NOP as an isolated structure in a non-equilibrium geometry.

The geometry in XYZ format:
```
9
Properties=species:S:1:pos:R:3:mulliken_charge:R:1
C 1.0778 0.2312 0.2953 -0.85
N -0.3584 0.4728 0.1706 0.53
O -0.7944 1.5899 0.1638 -0.28
P -1.3401 -0.9693 0.0270 0.06
H 1.3131 -0.5289 0.9798 0.35
H 1.6799 1.4147 0.6255 0.35
H 1.4123 -0.0494 -0.6231 0.43
H -0.7291 -1.9145 -0.8597 0.20
H -2.2611 -0.2464 -0.7792 0.19
```

The calculation puts the molar mass at 78.03 g mol⁻¹. As for the charge: +1. The spin multiplicity is 1. For the orbital gap, the calculation gives 8.71 eV.

# 2
The following is a DFT calculation (wB97M-V/def2-TZVPD) of CH5NOP2 as an isolated structure in a non-equilibrium geometry.

The geometry in XYZ format:
```
10
Properties=species:S:1:pos:R:3:mulliken_charge:R:1
C -2.0476 -0.0236 -0.1183 -0.55
N 1.7330 0.3245 -0.4191 -0.12
O -0.7275 0.3326 -0.1511 -0.24
P 3.1705 0.0770 0.2397 0.07
P 0.4727 -0.8104 -0.2260 0.11
H -2.5172 0.6128 0.5018 0.26
H -2.2064 -1.0927 0.1677 0.27
H -2.5305 0.2660 -1.1761 0.18
H 3.6223 1.3356 -0.3702 0.07
H 1.0306 -1.0217 1.5516 -0.04
```

The calculation puts the molar mass at 109.00 g mol⁻¹. The spin multiplicity is 1. For the orbital gap, the calculation gives 7.63 eV.

# 3
The following is a DFT calculation (wB97M-V/def2-TZVPD) of a 2-piece molecular cluster, CH5NOS overall in a non-equilibrium geometry.

The geometry in XYZ format:
```
9
Properties=species:S:1:pos:R:3:mulliken_charge:R:1
N 0.9824 1.2165 0.0978 -0.50
S -0.0012 1.4327 1.6115 -0.46
H 0.7342 2.0840 -0.3826 0.34
H 2.0195 1.1908 0.0053 0.32
H 0.4841 0.3687 -0.4459 0.37
C -1.0659 -1.5735 -0.2423 0.03
O -0.0588 -1.1999 -0.8947 -0.56
H -1.1659 -1.3837 0.8453 0.20
H -1.9285 -2.1356 -0.5943 0.25
```

The calculation puts the molar mass at 79.12 g mol⁻¹. As for the SMILES: [NH3+][S-].C=O. The spin multiplicity is 1. For the orbital gap, the calculation gives 7.53 eV.

# 4
The following is a DFT calculation (wB97M-V/def2-TZVPD) of a 2-piece molecular cluster, CH5NOS overall.

The geometry in XYZ format:
```
9
Properties=species:S:1:pos:R:3:mulliken_charge:R:1
N 1.9640 -0.1746 0.4474 -0.36
C 1.2349 -0.6860 -0.5850 0.13
O 0.7490 -0.0366 -1.4802 -0.53
H 2.3250 0.7590 0.3586 0.23
H 2.3911 -0.8358 1.0761 0.22
H 1.1083 -1.7826 -0.5152 0.30
S -3.6094 1.4298 0.2840 -0.27
H -3.8191 0.1929 -0.1375 0.13
H -2.3437 1.1338 0.5518 0.14
```

The calculation puts the molar mass at 79.12 g mol⁻¹. As for the SMILES: NC=O.S. The spin multiplicity is 1. For the orbital gap, the calculation gives 10.36 eV.

# 5
The following is a DFT calculation (wB97M-V/def2-TZVPD) of CH5NOS as an isolated structure in a non-equilibrium geometry.

The geometry in XYZ format:
```
9
Properties=species:S:1:pos:R:3:mulliken_charge:R:1
C 0.0767 -1.5241 0.0376 -0.91
N -0.5335 1.5452 0.2164 -0.51
O 1.0827 1.1365 -1.7909 -0.42
S 0.9481 0.6892 -0.4113 0.47
H -1.0235 -1.4624 -0.0633 0.32
H 0.4532 -1.5285 1.1372 0.28
H -0.7776 1.2077 1.1196 0.26
H -0.5779 2.5538 0.1823 0.24
H 0.3518 -2.6175 -0.4277 0.28
```

The calculation puts the molar mass at 79.12 g mol⁻¹. The spin multiplicity is 3. For the orbital gap (spin up / spin down), the calculation gives 7.60 / 8.55 eV.

# 6
The following is a DFT calculation (wB97M-V/def2-TZVPD) of a 2-piece molecular cluster, CH5NOS2 overall in a non-equilibrium geometry.

The geometry in XYZ format:
```
10
Properties=species:S:1:pos:R:3:mulliken_charge:R:1
N -1.8250 -0.5634 1.5650 -0.51
C -0.7959 -1.3659 1.9610 0.22
O -0.2786 -2.1467 1.0891 -0.49
H -1.5997 0.2669 0.9877 0.19
H -2.5655 -0.8810 1.0510 0.27
H -0.4846 -1.2627 3.0092 0.32
S 0.5248 0.2405 -1.8346 -0.15
S 0.9506 1.5331 -0.2757 -0.17
H 1.1858 1.0904 -2.7928 0.19
H -0.3642 1.7208 0.0749 0.11
```

The calculation puts the molar mass at 111.19 g mol⁻¹. As for the SMILES: NC=O.SS. The spin multiplicity is 1. For the orbital gap, the calculation gives 9.46 eV.

# 7
The following is a DFT calculation (wB97M-V/def2-TZVPD) of a 2-piece molecular cluster, CH5NOS2 overall in a non-equilibrium geometry.

The geometry in XYZ format:
```
10
Properties=species:S:1:pos:R:3:mulliken_charge:R:1
N -1.6121 -0.4499 0.3487 -0.37
C -2.4394 -1.5483 0.2805 0.13
O -3.6302 -1.5597 0.1036 -0.50
H -2.0166 0.4364 0.0940 0.24
H -0.6971 -0.6234 -0.0214 0.24
H -1.8868 -2.4952 0.2011 0.27
S 2.2471 1.0277 -0.9655 -0.17
S 2.7333 2.6971 0.1942 -0.14
H 3.3609 0.2945 -0.8495 0.15
H 3.9409 2.2209 0.6142 0.15
```

The calculation puts the molar mass at 111.19 g mol⁻¹. As for the SMILES: NC=O.SS. The spin multiplicity is 1. For the orbital gap, the calculation gives 8.83 eV.

# 8
The following is a DFT calculation (wB97M-V/def2-TZVPD) of a 2-piece molecular cluster, CH5NOS2 overall in a non-equilibrium geometry.

The geometry in XYZ format:
```
10
Properties=species:S:1:pos:R:3:mulliken_charge:R:1
N -1.5670 1.9772 1.1049 -0.35
C -1.6759 0.9604 0.2048 0.13
O -2.0300 -0.1333 0.5730 -0.57
H -1.8634 1.8087 2.0546 0.23
H -1.1171 2.8467 0.8782 0.20
H -1.4401 1.3122 -0.8086 0.39
S 1.8338 0.0268 -0.1066 -0.17
S 0.5816 -1.4115 -0.9026 -0.20
H 2.9084 -0.3401 -0.8028 0.16
H -0.1742 -1.6714 0.1748 0.19
```

The calculation puts the molar mass at 111.19 g mol⁻¹. As for the SMILES: NC=O.SS. The spin multiplicity is 1. For the orbital gap, the calculation gives 8.97 eV.

# 9
The following is a DFT calculation (wB97M-V/def2-TZVPD) of CH5NP2 as an isolated structure in a non-equilibrium geometry.

The geometry in XYZ format:
```
9
Properties=species:S:1:pos:R:3:mulliken_charge:R:1
C -0.2016 -1.6421 0.2481 -0.85
N 0.8367 1.2774 -0.1219 -0.30
P 0.3411 2.5498 -0.8795 0.03
P -0.6419 -0.1486 -0.7464 0.09
H -1.0097 -2.4195 0.2791 0.32
H -0.1058 -1.4015 1.2920 0.30
H 0.6763 -2.0848 -0.0971 0.29
H 1.5535 3.3232 -0.2885 0.06
H -1.4487 0.5461 0.3142 0.06
```

The calculation puts the molar mass at 93.01 g mol⁻¹. The spin multiplicity is 1. For the orbital gap, the calculation gives 8.69 eV.

# 10
The following is a DFT calculation (wB97M-V/def2-TZVPD) of a 2-piece molecular cluster, CH5NP2 overall in a non-equilibrium geometry.

The geometry in XYZ format:
```
9
Properties=species:S:1:pos:R:3:mulliken_charge:R:1
C -1.3849 -0.3253 -0.2914 -0.76
N 2.2120 1.0207 -0.0618 -0.27
P 2.0272 -0.4729 0.0495 0.19
P -0.9233 1.4381 -0.1011 0.02
H -2.2869 -0.5412 0.2860 0.29
H -0.5635 -0.9607 0.0733 0.15
H -1.5755 -0.5519 -1.3423 0.26
H 3.3735 -0.9932 0.0869 0.11
H -0.8786 1.3863 1.3010 0.01
```

The calculation puts the molar mass at 93.01 g mol⁻¹. The spin multiplicity is 3. For the orbital gap (spin up / spin down), the calculation gives 7.25 / 7.82 eV.

# 11
The following is a DFT calculation (wB97M-V/def2-TZVPD) of one molecule with the formula CH5NS2 in a non-equilibrium geometry.

The geometry in XYZ format:
```
9
Properties=species:S:1:pos:R:3:mulliken_charge:R:1
N 1.8513 0.1743 -0.1907 -0.55
S 0.5545 -1.0027 0.0753 -0.02
C -0.9028 -0.0359 0.6674 -0.53
S -2.3302 -0.0576 -0.4684 -0.21
H 2.5221 -0.3073 0.4085 0.28
H 2.0469 0.0188 -1.1776 0.28
H -0.8168 1.0498 0.5996 0.29
H -1.1543 -0.4338 1.6696 0.32
H -1.7708 0.5943 -1.5837 0.14
```

The calculation puts the molar mass at 95.19 g mol⁻¹. As for the SMILES: NSCS. The spin multiplicity is 1. For the orbital gap, the calculation gives 9.34 eV.

# 12
The following is a DFT calculation (wB97M-V/def2-TZVPD) of a 2-piece molecular cluster, CH5NS2 overall in a non-equilibrium geometry.

The geometry in XYZ format:
```
9
Properties=species:S:1:pos:R:3:mulliken_charge:R:1
C 5.2655 0.8283 -3.3419 -0.22
N 4.9202 1.4343 -4.4148 -0.47
H 5.3785 -0.2077 -3.3727 0.26
H 5.3132 1.3062 -2.3343 0.21
H 4.5613 2.3300 -4.4276 0.23
S -2.0582 -0.5328 2.6820 -0.16
S -2.6940 -0.4741 0.8898 -0.15
H -2.9708 -0.6753 3.6343 0.15
H -2.2807 -1.6540 0.3073 0.16
```

The calculation puts the molar mass at 95.19 g mol⁻¹. As for the SMILES: C=N.SS. The spin multiplicity is 1. For the orbital gap, the calculation gives 9.78 eV.

Number 1: electronic energy -512.01108 Eh. Number 2: electronic energy -853.69298 Eh. Number 3: electronic energy -569.19539 Eh. Number 4: electronic energy -569.28186 Eh. Number 5: electronic energy -569.09192 Eh. Number 6: electronic energy -967.41345 Eh. Number 7: electronic energy -967.45410 Eh. Number 8: electronic energy -967.46532 Eh. Number 9: electronic energy -778.45699 Eh. Number 10: electronic energy -778.39030 Eh. Number 11: electronic energy -892.18093 Eh. Number 12: electronic energy -892.15283 Eh.